Molecular formula: C26H52F3NNbO12S2
Method: DFT, ωB97M-V/def2-TZVPD

**E_LUMO**: 1.8974 eV
**Total charge**: -1
**Orbital gap**: 6.436 eV
**HOMO level**: -4.539 eV
**Maximum force**: 1.79 eV/Å

Each line ends with the Löwdin charge.
Cartesian coordinates (Å):
Nb1 -0.043 -1.735 -1.381  1.885
S1 -0.413 -1.319 4.864  0.577
S2 -0.809 6.973 1.203  0.603
F1 2.767 -7.930 -0.335  0.111
F2 3.240 -5.953 0.455  0.113
F3 0.111 -6.996 -0.612  0.052
O1 -2.513 2.357 -2.659  0.081
O2 1.409 -0.620 -0.620  -0.398
O3 -2.354 2.609 2.853  -0.187
O4 -0.736 5.560 1.187  -0.208
O5 -0.754 7.449 2.731  -0.187
O6 0.061 7.776 0.422  -0.215
O7 0.088 -1.985 3.511  -0.221
O8 -1.771 -0.944 4.715  -0.209
O9 -2.311 7.439 0.916  -0.184
O10 -0.317 -2.641 5.768  -0.193
O11 -2.437 0.197 -2.037  -0.117
O12 0.552 -0.393 5.340  -0.226
N1 4.597 1.573 -1.952  -0.012
C1 0.585 -3.310 3.733  -0.147
C2 -4.553 1.179 -2.263  0.010
C3 3.026 0.485 2.598  -0.097
C4 -2.485 2.276 1.475  -0.220
C5 -1.068 3.035 3.238  -0.112
C6 2.601 0.541 1.137  -0.235
C7 -1.713 -2.977 -2.273  -0.392
C8 1.201 -6.184 -0.694  -0.218
C9 4.240 1.365 -3.364  -0.285
C10 2.339 -6.671 -0.219  -0.309
C11 3.589 0.005 -3.681  -0.207
C12 1.416 -1.175 -4.314  -0.309
C13 -3.055 1.326 -2.353  -0.593
C14 1.248 -2.227 -3.205  -0.319
C15 1.956 -0.760 0.676  -0.335
C16 -1.843 8.334 3.010  -0.167
C17 -1.835 -2.976 -3.809  -0.218
C18 -2.966 7.816 2.132  -0.160
C19 -2.643 0.767 1.273  -0.169
C20 -1.316 0.066 0.968  -0.290
C21 -0.211 -3.798 4.925  -0.157
C22 0.998 -4.861 -1.367  -0.231
C23 -1.036 0.051 -2.440  -0.242
C24 -1.458 -1.345 0.348  -0.306
C25 0.652 -3.692 -0.417  -0.309
C26 2.080 0.128 -3.877  -0.248
H1 -1.559 -2.022 -4.264  0.028
H2 -0.626 3.737 2.528  0.055
H3 -4.836 0.490 -1.468  0.074
H4 1.918 0.876 -4.663  0.111
H5 3.881 -0.180 2.741  0.072
H6 3.802 -0.684 -2.859  0.100
H7 2.216 0.096 3.221  0.049
H8 5.105 1.549 -4.006  0.090
H9 -3.387 0.555 0.502  0.088
H10 -1.165 3.556 4.194  0.083
H11 2.076 -1.599 -5.089  0.094
H12 4.703 0.675 -1.493  0.042
H13 1.224 -1.109 1.412  0.082
H14 -3.326 2.829 1.046  0.115
H15 -2.078 8.296 4.070  0.133
H16 4.031 -0.378 -4.606  0.103
H17 -4.941 0.809 -3.212  0.084
H18 -3.018 0.390 2.229  0.113
H19 -0.488 0.950 -2.144  0.054
H20 -1.188 -2.086 1.116  0.022
H21 -1.216 -4.113 4.636  0.135
H22 -1.212 -3.747 -4.269  0.046
H23 0.222 -4.998 -2.121  0.098
H24 -1.551 9.349 2.732  0.131
H25 1.523 -3.554 0.240  0.033
H26 -0.740 0.018 1.899  0.082
H27 0.434 -3.905 2.836  0.130
H28 0.472 -0.997 -4.833  0.077
H29 -1.062 -0.007 -3.531  0.050
H30 1.951 -4.637 -1.846  0.098
H31 -0.391 2.190 3.415  0.080
H32 3.284 1.468 2.992  0.070
H33 1.638 0.544 -2.967  0.085
H34 2.746 -1.525 0.630  0.115
H35 1.652 -3.249 3.957  0.137
H36 -3.719 8.569 1.918  0.132
H37 2.230 -2.483 -2.777  0.037
H38 0.898 -3.142 -3.696  0.026
H39 3.508 2.140 -3.608  0.102
H40 -2.862 -3.190 -4.132  0.051
H41 3.482 0.687 0.506  0.084
H42 -0.734 0.718 0.305  0.078
H43 -2.507 -1.538 0.108  0.033
H44 -1.658 -4.026 -1.954  0.023
H45 -0.186 -4.039 0.204  0.037
H46 -4.990 2.153 -2.054  0.078
H47 0.283 -4.598 5.468  0.133
H48 -3.440 6.932 2.562  0.136
H49 3.818 2.014 -1.478  0.051
H50 1.921 1.371 0.931  0.111
H51 -1.597 2.620 0.933  0.112
H52 -2.651 -2.588 -1.865  0.019


Molecular formula: C26H52O12
Method: DFT, ωB97M-V/def2-TZVPD

**Energy above the lowest of the compared OMol25 structures with the same formula, charge and spin**: 16.166 eV
**E_LUMO**: 0.4752 eV
**Structure (SMILES)**: CCOC(C)=O.CCOC(C)=O.CCOC(C)=O.CCOC(C)=O.CCOC(C)=O.CC(C)=O.CC(C)=O
**Orbital gap**: 9.663 eV
**HOMO level**: -9.188 eV
**Maximum force**: 16.24 eV/Å

Each line ends with the Löwdin charge.
Cartesian coordinates (Å):
O1 33.335 54.039 23.487  0.086
O2 36.500 56.224 23.758  -0.025
O3 32.463 50.893 28.144  -0.042
O4 32.442 54.624 21.480  -0.016
O5 30.659 49.894 29.163  0.026
O6 39.887 60.015 18.711  -0.018
O7 41.380 50.803 24.921  -0.043
O8 37.412 54.160 24.678  0.023
O9 37.132 53.677 19.482  0.011
O10 39.606 57.735 19.127  0.022
O11 39.165 59.340 23.875  -0.002
O12 38.326 52.201 20.759  -0.042
C1 33.349 55.717 21.321  -0.240
C2 37.814 61.173 24.595  0.005
C3 35.741 55.337 25.846  0.008
C4 40.298 58.825 19.107  -0.430
C5 37.153 52.752 20.365  -0.484
C6 40.345 51.869 26.846  -0.031
C7 31.911 50.081 29.076  -0.485
C8 39.563 52.636 20.114  -0.182
C9 40.830 51.899 25.423  -0.368
C10 31.650 51.828 27.344  -0.171
C11 38.319 61.867 18.130  -0.080
C12 31.354 52.887 22.744  0.082
C13 38.544 60.353 18.298  -0.182
C14 38.685 60.945 22.170  -0.024
C15 40.852 53.188 24.613  0.023
C16 36.016 52.302 21.226  0.018
C17 37.242 56.065 22.592  -0.220
C18 36.613 55.181 24.681  -0.381
C19 32.567 52.745 26.611  -0.059
C20 41.782 58.650 19.358  0.056
C21 32.491 53.904 22.626  -0.446
C22 36.944 57.424 21.766  -0.027
C23 32.842 49.021 29.622  -0.023
C24 38.701 60.510 23.606  -0.420
C25 32.535 56.745 20.492  -0.108
C26 40.705 51.580 20.344  -0.051
H1 31.427 52.204 23.650  0.138
H2 41.768 53.836 25.108  0.173
H3 31.227 52.308 22.029  0.018
H4 33.645 56.390 22.346  0.186
H5 39.343 52.788 18.995  0.143
H6 40.836 51.630 21.408  0.057
H7 32.965 53.240 27.203  -0.051
H8 42.044 58.458 20.381  0.107
H9 34.255 55.505 20.776  0.096
H10 32.371 48.328 30.423  0.110
H11 37.136 58.324 22.466  0.082
H12 33.336 52.146 26.000  0.141
H13 38.318 55.907 22.824  0.131
H14 32.200 53.327 25.909  0.026
H15 35.712 51.369 20.889  0.051
H16 35.051 53.117 21.215  0.151
H17 40.375 50.740 19.928  0.011
H18 37.367 61.986 17.725  0.035
H19 41.702 51.780 19.770  0.119
H20 39.886 53.496 20.757  0.127
H21 38.405 62.122 25.118  0.168
H22 37.746 60.611 25.374  0.013
H23 37.825 59.840 19.011  0.137
H24 37.922 60.577 21.508  0.072
H25 37.866 57.522 21.232  0.028
H26 38.598 61.962 22.086  0.043
H27 40.728 52.785 27.442  0.118
H28 37.072 61.598 24.110  0.030
H29 40.700 50.978 27.292  0.061
H30 40.119 53.586 24.964  -0.057
H31 39.259 51.912 26.894  0.083
H32 33.204 48.288 28.881  0.079
H33 31.305 52.516 28.206  0.143
H34 42.009 57.914 18.988  -0.056
H35 35.795 54.612 26.623  0.085
H36 33.281 57.530 20.028  0.107
H37 35.895 56.244 26.410  0.101
H38 31.458 57.173 20.778  0.120
H39 38.170 62.674 19.026  0.124
H40 36.300 52.208 22.278  0.085
H41 37.000 55.235 21.955  0.093
H42 38.520 59.926 17.281  0.133
H43 40.965 53.151 23.634  0.023
H44 33.854 49.482 30.032  0.116
H45 36.056 57.257 21.069  0.083
H46 30.659 51.355 26.811  0.177
H47 39.651 60.487 21.724  0.124
H48 38.999 62.391 17.470  0.066
H49 34.786 55.115 25.745  0.021
H50 32.194 56.197 19.655  0.030
H51 30.510 53.061 22.753  -0.041
H52 42.483 59.411 19.249  0.082


Molecular formula: C26H53BF2NO8PSSi3
Method: DFT, ωB97M-V/def2-TZVPD

**E_LUMO**: 0.4081 eV
**Orbital gap**: 8.152 eV
**HOMO level**: -7.744 eV
**Maximum force**: 1.26 eV/Å

Each line ends with the Löwdin charge.
Cartesian coordinates (Å):
S1 1.032 1.527 -4.545  0.697
P1 0.873 1.176 0.289  0.649
Si1 -0.714 -3.048 -1.450  0.664
Si2 0.616 -0.452 -1.291  0.447
Si3 -5.763 -1.260 0.058  0.579
F1 -2.892 -3.287 -2.931  0.021
F2 -2.660 -1.240 -2.125  0.019
O1 0.079 -1.862 -0.580  -0.340
O2 -0.144 0.376 3.442  0.039
O3 1.313 -4.293 -3.210  0.135
O4 -1.265 1.592 4.869  -0.002
O5 6.321 3.860 -1.346  0.005
O6 0.084 -4.789 1.926  -0.144
O7 -0.243 -3.053 -4.461  0.114
O8 5.229 1.978 -1.131  0.088
N1 0.419 2.604 -0.264  -0.359
C1 -4.414 -0.005 0.382  -0.257
C2 -2.615 0.965 1.760  -0.074
C3 -0.738 -4.588 -0.385  -0.190
C4 6.850 5.401 -3.173  -0.062
C5 1.205 1.720 4.857  0.026
C6 -7.276 -0.454 -0.698  -0.168
C7 1.330 -2.843 2.693  -0.067
C8 2.311 -0.662 -2.050  -0.278
C9 -0.103 1.162 4.352  -0.511
C10 -2.552 -2.572 -1.787  -0.515
C11 -3.015 1.835 -0.481  -0.071
C12 -1.182 3.899 5.673  -0.059
C13 2.674 0.959 -4.029  -0.573
C14 6.025 2.617 -1.765  -0.517
C15 -1.340 2.436 6.024  -0.227
C16 1.290 -4.061 1.799  -0.280
C17 7.345 4.660 -1.950  -0.235
C18 -3.664 0.043 1.584  -0.085
C19 6.634 2.086 -3.043  0.020
C20 -0.970 -4.312 1.118  -0.260
C21 2.874 0.690 -2.540  -0.338
C22 -4.068 0.916 -0.646  -0.098
C23 -6.263 -2.179 1.628  -0.156
C24 -5.015 -2.516 -1.137  -0.217
C25 -2.286 1.864 0.726  -0.114
C26 -3.569 -2.870 -0.713  -0.178
B1 0.203 -3.484 -3.228  -0.620
H1 5.988 6.016 -2.914  0.085
H2 1.176 2.085 5.880  0.071
H3 7.635 6.047 -3.565  0.083
H4 6.545 4.716 -3.965  0.069
H5 7.588 2.532 -3.309  0.070
H6 -2.752 2.501 -1.290  0.098
H7 5.927 2.260 -3.855  0.088
H8 3.391 1.716 -4.341  0.053
H9 -3.891 -0.660 2.374  0.082
H10 6.773 1.014 -2.930  0.095
H11 0.210 -5.118 -0.464  0.081
H12 -0.625 2.110 6.780  0.112
H13 -3.271 -2.318 0.180  0.095
H14 1.193 3.257 -0.265  -0.050
H15 -3.507 -3.929 -0.469  0.111
H16 2.329 -2.404 2.654  0.079
H17 -0.200 4.109 5.250  0.070
H18 1.720 -4.339 -2.341  0.083
H19 2.987 -1.089 -1.307  0.082
H20 -7.815 -1.177 -1.310  0.031
H21 2.093 -4.750 2.058  0.119
H22 0.316 -2.356 -4.815  0.097
H23 2.839 0.065 -4.630  0.063
H24 -5.618 -3.420 -1.178  0.077
H25 1.463 -3.749 0.765  0.096
H26 -7.263 -1.890 1.945  0.025
H27 2.241 1.106 0.633  -0.020
H28 -1.931 4.190 4.937  0.087
H29 -1.516 -5.254 -0.756  0.087
H30 -5.012 -2.053 -2.123  0.079
H31 1.952 0.934 4.788  0.093
H32 -5.579 -2.026 2.458  0.014
H33 -6.295 -3.247 1.413  0.028
H34 1.114 -3.107 3.725  0.080
H35 -1.855 -4.851 1.451  0.120
H36 -7.015 0.385 -1.341  0.023
H37 1.499 2.538 4.198  0.100
H38 -2.334 2.249 6.426  0.125
H39 -1.468 2.560 0.838  0.048
H40 2.320 -1.360 -2.892  0.068
H41 0.214 0.776 1.462  -0.053
H42 -1.163 -3.253 1.319  0.103
H43 -0.359 0.086 -2.243  -0.001
H44 1.042 2.676 -3.863  -0.137
H45 -7.938 -0.095 0.087  0.027
H46 -1.309 4.514 6.564  0.082
H47 0.641 -2.073 2.359  0.053
H48 3.941 0.722 -2.368  0.072
H49 2.439 1.531 -1.999  0.064
H50 -4.602 0.894 -1.588  0.094
H51 8.226 4.054 -2.162  0.112
H52 7.625 5.365 -1.170  0.123
H53 -2.064 0.970 2.686  0.058


Molecular formula: C26H53BIrN9O8P3
Method: DFT, ωB97M-V/def2-TZVPD

**Energy above the lowest of the compared OMol25 structures with the same formula, charge and spin**: 0.000 eV
**2S+1**: 2
**E_LUMO (alpha / beta)**: -4.0860 / -8.6602 eV
**Total charge**: +2
**⟨S²⟩**: 0.759
**Orbital gap (alpha / beta)**: 9.481 / 4.906 eV
**HOMO level (alpha / beta)**: -13.567 / -13.567 eV
**Maximum force**: 0.99 eV/Å

Each line ends with the Löwdin spin population.
Cartesian coordinates (Å):
Ir1 -0.430 1.418 0.542  0.000
P1 1.283 3.813 -0.770  0.000
P2 -0.450 1.961 -2.230  0.000
P3 0.765 -3.429 -0.717  -0.001
O1 2.100 2.173 -2.697  0.000
O2 0.408 5.116 -0.680  0.000
O3 -1.001 1.524 -3.503  0.000
O4 -1.287 2.535 -1.060  0.000
O5 0.179 0.708 -1.301  0.000
O6 0.089 -2.160 -0.435  0.008
O7 1.074 2.864 0.381  0.000
O8 2.755 4.339 -0.858  0.000
N1 0.191 -0.450 2.727  0.000
N2 1.474 -3.472 -2.228  0.260
N3 1.834 -4.101 0.302  -0.002
N4 -1.913 -0.009 0.542  0.000
N5 -2.033 -0.737 1.683  0.000
N6 -0.416 -4.653 -0.955  0.481
N7 0.793 0.334 1.812  0.000
N8 -1.602 1.195 3.174  0.000
N9 -1.269 2.125 2.244  0.000
C1 2.124 0.181 1.950  0.000
C2 3.212 -3.598 0.344  0.001
C3 -2.914 -0.955 -2.735  0.000
C4 -1.610 3.330 2.729  0.000
C5 4.517 0.908 1.956  0.000
C6 2.311 -4.562 -2.710  0.021
C7 0.781 4.090 -3.491  0.000
C8 1.104 -1.102 3.443  0.000
C9 -3.021 -1.623 1.559  0.000
C10 -3.228 0.089 -1.662  0.000
C11 3.381 0.472 -0.226  0.000
C12 -2.203 3.157 3.980  0.000
C13 -3.575 -1.483 0.309  0.000
C14 -1.738 -4.258 -1.413  0.048
C15 1.352 -4.615 1.590  0.003
C16 -1.324 4.620 2.023  0.000
C17 3.182 0.957 1.210  0.000
C18 0.984 -2.566 -3.266  0.021
C19 -0.116 -6.069 -1.022  0.048
C20 2.352 -0.743 2.976  0.000
C21 -2.874 -0.437 -0.304  0.000
C22 -2.168 1.802 4.222  0.000
C23 -2.350 4.903 0.919  0.000
C24 1.014 3.047 -2.405  0.000
C25 -1.275 5.789 3.008  0.000
C26 -4.710 0.479 -1.705  0.000
B1 -1.321 -0.299 2.957  0.000
H1 -0.887 -6.620 -0.477  0.018
H2 -0.590 5.593 3.833  0.000
H3 -2.484 -4.769 -0.799  0.021
H4 -2.667 0.990 -1.860  0.000
H5 0.279 -4.800 1.556  0.001
H6 -3.116 -0.548 -3.724  0.000
H7 -0.114 4.681 -3.300  0.000
H8 0.859 -6.279 -0.594  0.000
H9 0.802 -1.744 4.253  0.000
H10 3.303 -1.061 3.362  0.000
H11 -5.357 -0.392 -1.590  0.000
H12 -2.579 3.924 4.631  0.000
H13 0.310 -3.087 -3.952  0.008
H14 -2.366 4.133 0.145  0.000
H15 -3.353 4.955 1.344  0.000
H16 -0.942 6.692 2.497  0.000
H17 3.485 -3.149 -0.610  0.001
H18 4.909 -0.109 2.012  0.000
H19 -2.264 5.994 3.420  0.000
H20 -4.417 -2.013 -0.099  0.000
H21 5.255 1.507 1.422  0.000
H22 1.545 -3.889 2.382  0.000
H23 3.093 4.864 -0.111  0.000
H24 -1.863 -3.182 -1.317  0.000
H25 -1.679 -0.937 3.899  0.000
H26 4.145 1.069 -0.725  0.000
H27 -3.279 -2.263 2.387  0.000
H28 -1.884 -4.579 -2.449  0.018
H29 4.431 1.300 2.969  0.000
H30 1.834 -2.200 -3.844  0.009
H31 0.956 0.202 -1.595  0.000
H32 -0.525 4.970 -0.436  0.000
H33 2.705 2.612 -3.305  0.000
H34 3.713 -0.568 -0.237  0.000
H35 -0.147 -6.409 -2.063  0.020
H36 2.472 0.570 -0.819  0.000
H37 0.650 3.572 -4.441  0.000
H38 3.133 -4.146 -3.296  0.008
H39 3.892 -4.426 0.545  0.000
H40 2.853 1.996 1.188  0.000
H41 3.320 -2.845 1.128  0.000
H42 -2.496 1.227 5.071  0.000
H43 -3.535 -1.844 -2.594  0.000
H44 -4.958 1.195 -0.921  0.000
H45 1.631 4.773 -3.554  0.000
H46 0.457 -1.733 -2.815  0.000
H47 1.740 -5.227 -3.367  0.008
H48 -4.938 0.935 -2.668  0.000
H49 -1.860 -1.246 -2.701  0.000
H50 2.716 -5.135 -1.881  0.000
H51 -2.157 5.881 0.465  0.000
H52 -0.325 4.507 1.599  0.000
H53 1.861 -5.550 1.826  0.000